# 1
16
Properties=species:S:1:pos:R:3:forces:R:3 method="wB97M-V/def2-TZVPD" energy_ha=-631.57098 homo_ha="-0.294 / -0.313" relative_energy_kcal_mol=22.71 multiplicity=1 homo_lumo_gap_ev="7.99 / 8.28"
C -1.77122 -1.46937 0.13153 0.074 0.102 -0.004
C -0.77707 -0.62984 0.46131 -0.312 -0.158 -0.064
C 0.99670 1.16368 -0.15668 -0.102 -0.307 -0.240
C 2.41200 0.66103 -0.43411 0.006 -0.305 -0.055
C 0.14935 -0.06054 -0.44961 2.124 -0.325 0.301
C 2.32588 -0.80714 -0.04214 -1.569 0.214 -0.320
F 3.40222 1.36140 0.22358 0.156 0.201 0.218
F -0.02217 -0.30738 -1.76253 -0.284 0.129 -0.111
F 2.37106 -1.13224 1.25355 0.155 0.361 -0.218
F 3.06347 -1.67693 -0.73859 -0.109 0.299 0.165
H -2.44444 -1.84928 0.87949 -0.048 -0.072 0.169
H -1.94577 -1.78100 -0.88473 0.043 0.022 -0.176
H -0.62514 -0.34575 1.49203 0.000 0.034 0.127
H 0.90432 1.44511 0.89087 -0.028 -0.036 0.055
H 0.70624 2.01092 -0.78123 0.072 0.028 0.062
H 2.65721 0.70896 -1.50101 -0.178 -0.185 0.091

---

# 2
16
Properties=species:S:1:pos:R:3:forces:R:3 method="wB97M-V/def2-TZVPD" energy_ha=-631.59456 homo_ha=-0.362 relative_energy_kcal_mol=7.91 multiplicity=1 homo_lumo_gap_ev=10.57
C -0.53403 1.63336 -1.24765 2.438 -2.319 -3.217
C 0.08197 0.43530 -0.67815 0.109 -1.440 0.752
C 1.22653 -0.22256 -0.84439 -0.035 -0.940 -0.375
F 2.28087 0.04050 -1.64563 -0.459 0.013 0.566
C 1.01480 -1.46411 0.00569 -2.688 3.107 0.110
F 1.90372 -1.60751 1.02655 -0.628 -0.582 -0.605
F 0.71572 -2.61061 -0.60186 0.756 -0.304 0.221
C -0.57266 -0.51609 0.32337 3.976 -2.082 -1.767
C -0.54778 -0.11187 1.74445 -5.986 -1.452 1.077
F -1.66244 -1.19115 -0.25101 0.892 0.853 1.336
H -0.32818 2.40795 -0.62189 0.673 2.799 1.180
H -1.53376 1.43493 -1.23860 -2.966 -0.142 -0.265
H -0.15707 1.66468 -2.33202 -0.601 0.824 1.632
H -1.54046 0.49075 1.95454 1.632 -1.107 -0.181
H 0.17866 0.56409 1.90667 2.817 2.016 0.506
H -0.52588 -0.94767 2.49993 0.070 0.756 -0.970

---

# 3
21
Properties=species:S:1:pos:R:3:forces:R:3 method="wB97M-V/def2-TZVPD" energy_ha=-900.80476 homo_ha="-0.534 / -0.690" charge=+2 multiplicity=6 homo_lumo_gap_ev="7.37 / 8.36"
H -0.52689 -1.37423 1.40079 -2.512 0.233 -0.291
O 1.88494 0.89431 0.24201 -0.673 -0.570 2.180
O 1.39689 -0.29636 -1.50878 -0.090 0.404 -0.270
O 1.74290 1.86754 -1.79518 -0.560 -5.175 0.608
C 1.44152 -0.44023 0.75900 3.521 1.207 -0.751
C 1.59734 -1.25765 -0.46642 0.648 -2.166 -1.752
C 1.71664 0.91225 -1.01605 -0.606 -0.807 -1.753
H 2.13945 -0.71695 1.55415 -0.803 0.190 0.580
F 2.88480 -1.79912 -0.72119 -1.853 1.276 1.135
H 0.91066 -2.09583 -0.61813 -0.036 0.298 0.169
Rh 2.02654 3.71785 -1.78777 0.869 5.591 -0.064
H -3.10812 0.22852 2.07418 0.272 0.029 -0.125
O -1.99991 1.20345 0.61314 0.208 0.102 -0.230
O -1.48899 -0.70612 -0.32922 0.408 -0.640 -0.187
O -1.32820 1.15011 -1.52634 0.517 -0.116 -0.257
C -2.07992 0.25019 1.70017 0.070 0.142 0.633
C -1.61919 -1.06530 1.06763 1.339 -0.429 0.200
C -1.59919 0.59807 -0.47427 -0.494 0.484 0.178
H -1.38923 0.60072 2.47523 -0.373 -0.077 -0.076
H -2.38126 -1.85144 1.11273 0.627 -0.046 0.270
Li -0.22075 0.18025 -2.75566 -0.481 0.068 -0.198

---

# 4
17
Properties=species:S:1:pos:R:3:forces:R:3 method="wB97M-V/def2-TZVPD" energy_ha=-1258.18773 homo_ha=-0.284 multiplicity=1 homo_lumo_gap_ev=6.63
C 2.10453 -0.52636 -0.77413 -1.046 1.736 -2.819
C 1.33300 0.84247 -0.85725 0.769 -1.008 -0.488
C 2.73707 -0.73858 0.46363 1.720 0.587 2.154
C 3.37761 -0.66871 1.48386 -1.420 -0.383 -2.111
C -2.39287 -0.67723 0.13226 1.820 0.010 0.523
C -3.63101 0.03591 -0.12387 -0.977 2.077 1.978
H 2.85207 -0.33967 -1.65405 -0.888 -0.808 1.424
H 1.97857 1.67453 -0.64377 0.699 0.731 0.366
H 3.94237 -0.77747 2.33282 0.895 -0.012 1.488
H 0.10476 1.67559 0.89409 -2.473 0.156 -0.583
H -2.58073 -1.80636 0.21855 0.981 1.751 -0.158
H -3.83506 1.18373 0.12490 1.359 -2.267 -1.069
N -1.22552 -0.08874 0.44521 -3.300 -2.908 -0.356
O 0.19144 1.04248 -1.18121 3.168 -1.373 -3.768
F 1.24697 -1.53894 -1.06150 -0.189 -0.518 -0.499
S -1.19805 1.49811 0.26892 -0.193 2.777 4.503
S -5.00515 -0.79076 -0.06846 -0.925 -0.547 -0.586

---

# 5
20
Properties=species:S:1:pos:R:3:forces:R:3 method="wB97M-V/def2-TZVPD" energy_ha=-698.68219 homo_ha=-0.262 multiplicity=1 homo_lumo_gap_ev=6.08
O 3.64537 0.07292 1.15932 0.068 -0.421 0.363
C 2.46209 0.09572 0.77239 0.228 0.995 -0.671
O 1.68638 -0.90081 0.91386 -0.505 -1.188 0.551
O 2.02815 1.19878 0.14556 0.457 0.145 0.243
C 0.85391 1.11985 -0.63879 -0.371 -0.215 0.123
C -0.02052 2.32546 -0.70491 -0.124 0.077 -0.202
H 0.89528 -0.49374 -1.67360 0.016 -0.078 0.089
H -0.48866 2.57494 -1.65877 0.410 -0.066 0.153
H 0.30920 3.16577 -0.09136 -0.361 -0.296 -0.024
O 1.07679 0.44146 -1.82048 0.021 -0.126 -0.334
C -0.50943 1.07377 0.04050 0.697 -0.373 -0.122
O -0.59565 1.11112 1.38544 -0.353 -0.892 -0.968
Li 3.29715 -1.78685 1.69255 -0.190 0.860 -0.418
Li -0.03186 -0.59023 1.74879 -0.272 0.515 -0.611
C -3.00583 -1.88144 -0.09891 -0.663 0.259 -0.352
O -1.74883 -2.53841 -0.43912 0.040 0.290 -0.092
H -3.64902 -2.46470 0.56151 0.216 0.263 -0.132
H -3.46769 -1.33525 -0.92274 0.082 -0.277 0.200
C -1.64921 -1.48609 0.31332 0.454 -0.953 0.684
H -1.08761 0.29775 -0.68454 0.148 1.481 1.521

---

# 6
13
Properties=species:S:1:pos:R:3:forces:R:3 method="wB97M-V/def2-TZVPD" energy_ha=-286.41240 homo_ha=-0.472 charge=+1 relative_energy_kcal_mol=139.85 multiplicity=1 homo_lumo_gap_ev=8.53
C 0.29701 -0.54298 -2.43684 -0.418 1.295 -2.747
C -0.40773 0.09718 -1.42748 -0.796 -0.166 -1.500
C 0.14282 -0.78639 -0.24116 -1.037 0.530 1.959
C 0.27999 0.55262 0.46524 -1.167 -2.374 1.094
C 1.00546 -1.08176 -1.41441 0.727 -0.023 -0.157
C -0.84681 0.88316 -0.42704 -0.524 -0.151 -0.665
N -0.26478 0.40439 1.87855 2.568 2.212 1.621
H 0.41211 -0.20917 -3.52570 0.102 -1.174 1.822
H -0.53593 -1.49866 0.28959 0.775 0.223 -1.090
H 1.13632 1.11009 0.22978 1.526 0.807 0.813
H -0.61505 -0.51748 1.98707 -0.447 -1.175 0.194
H -1.07753 1.03772 1.94983 0.440 0.047 0.305
H 0.47412 0.55129 2.67257 -1.750 -0.051 -1.650

---

# 7
13
Properties=species:S:1:pos:R:3:forces:R:3 method="wB97M-V/def2-TZVPD" energy_ha=-286.44854 homo_ha=-0.563 charge=+1 relative_energy_kcal_mol=117.17 multiplicity=1 homo_lumo_gap_ev=9.90
C 1.00640 0.35405 1.43002 0.790 -1.735 -2.738
C 1.57369 0.02423 0.13555 0.186 -0.672 -2.796
C 0.89937 -0.40412 -0.85500 3.471 0.562 2.104
C -0.31421 -0.04006 -1.48150 -1.516 -1.051 -0.772
C -1.00113 0.51393 -0.21463 0.904 3.450 1.423
C 0.41939 -0.93352 1.07753 0.280 1.131 -0.885
N -0.37308 0.14387 1.06070 -2.973 0.942 1.375
H 1.54123 0.71818 2.22552 0.440 0.900 2.150
H -0.17376 0.79606 -2.15903 0.094 -0.082 -0.322
H -0.95022 -0.86215 -1.92649 1.081 0.947 0.156
H -1.20460 1.63873 -0.17317 0.481 -1.596 -0.379
H -1.87997 0.02501 -0.13591 -3.220 -1.315 0.104
H 0.45690 -1.97421 1.01641 -0.018 -1.481 0.581

---

# 8
13
Properties=species:S:1:pos:R:3:forces:R:3 method="wB97M-V/def2-TZVPD" energy_ha=-286.53096 homo_ha=-0.529 charge=+1 relative_energy_kcal_mol=65.45 multiplicity=1 homo_lumo_gap_ev=8.48
C 4.20190 -0.00151 0.06240 0.305 -0.047 0.006
C 2.90523 -0.06281 -0.01402 -0.413 0.159 0.013
C 1.64075 -0.04191 -0.05750 1.093 -0.016 0.013
N 0.43536 -0.19040 -0.11312 -6.841 3.269 0.269
C -0.80632 0.48437 -0.05569 5.837 -3.615 -0.301
C -2.08109 0.61605 -0.00281 -0.061 0.575 0.071
C -3.13694 -0.44109 -0.02436 -0.029 -0.477 -0.042
H 4.72619 0.94395 0.12700 -0.045 0.097 0.023
H 4.79817 -0.90372 0.06354 0.055 -0.125 -0.035
H -2.44166 1.63967 0.07955 0.151 0.155 -0.009
H -3.63858 -0.44933 0.94221 0.029 -0.011 0.067
H -2.72411 -1.42607 -0.23628 -0.092 0.088 0.019
H -3.87891 -0.16718 -0.77092 0.012 -0.052 -0.094

---

# 9
13
Properties=species:S:1:pos:R:3:forces:R:3 method="wB97M-V/def2-TZVPD" energy_ha=-286.48806 homo_ha=-0.489 charge=+1 relative_energy_kcal_mol=92.37 multiplicity=1 homo_lumo_gap_ev=8.32
C 2.76648 -0.36020 -0.11029 1.150 -1.109 -2.515
C 1.77224 0.69988 0.24557 2.251 -1.073 1.057
N 0.58429 0.59035 -0.06993 -0.801 -0.470 0.253
C -0.48432 0.74894 -0.60508 -4.870 -1.090 -0.164
C -1.95455 -0.03768 0.06267 0.031 0.938 -1.175
C -3.23606 0.17628 0.63863 3.066 -1.870 -3.036
C -3.15159 -0.64713 -0.42890 2.101 1.479 1.413
H 2.33924 -1.00502 -1.02594 1.115 1.866 1.563
H 2.91819 -1.21003 0.58717 -0.271 1.005 0.426
H 3.83219 0.09143 -0.31921 -2.229 -0.893 0.224
H 1.97579 1.54669 0.87599 0.552 0.251 0.257
H -3.78330 0.65940 1.33783 -1.691 1.394 2.019
H -3.57861 -1.25288 -1.18852 -0.404 -0.428 -0.323

---

# 10
13
Properties=species:S:1:pos:R:3:forces:R:3 method="wB97M-V/def2-TZVPD" energy_ha=-286.40821 homo_ha="-0.486 / -0.486" charge=+1 relative_energy_kcal_mol=142.48 multiplicity=1 homo_lumo_gap_ev="7.26 / 7.27"
C 0.33098 -0.29523 0.19535 4.786 1.132 -1.866
C -0.40366 -1.40860 -0.18415 0.982 -2.320 -0.897
C 1.86400 -0.08035 -0.10071 -6.129 -1.496 3.638
C 3.12645 -0.13375 -0.00760 -1.016 0.938 -2.778
C -1.81532 0.60473 -0.52948 -3.803 0.984 2.861
C -0.90295 0.46126 0.59924 1.165 2.513 0.931
N -1.66815 -0.71745 0.17011 -1.248 0.056 0.877
H 3.35752 0.11699 -1.07404 0.678 -0.083 0.220
H 3.92513 -0.20497 0.68152 0.361 -0.308 0.816
H -2.90308 1.04473 -0.47157 2.326 -0.837 0.509
H -1.46159 0.69334 -1.45471 1.613 -0.176 -3.694
H -0.93760 1.02053 1.53686 -0.661 -0.455 -0.133
H -2.51173 -1.10122 0.63918 0.945 0.052 -0.484

---

# 11
13
Properties=species:S:1:pos:R:3:forces:R:3 method="wB97M-V/def2-TZVPD" energy_ha=-286.50249 homo_ha=-0.497 charge=+1 relative_energy_kcal_mol=83.31 multiplicity=1 homo_lumo_gap_ev=8.38
C -0.72586 -2.33502 -1.38670 1.815 -1.395 -2.066
N -1.24239 -1.04716 -0.98629 1.596 1.695 1.313
C -0.63489 -0.07020 -0.36682 -0.239 -0.718 0.177
C -0.10567 0.85720 0.30776 -1.744 -1.436 -1.557
C 0.22141 1.82242 1.09164 4.264 -0.102 1.691
C 0.90859 2.71089 1.97662 0.198 -0.287 -0.739
C 1.86531 1.85225 1.73262 -3.165 0.419 -1.217
H -0.03715 -2.16072 -2.29252 -1.385 -0.335 0.808
H 0.02871 -2.83468 -0.72219 -1.422 0.617 0.165
H -1.61671 -2.97915 -1.68518 1.480 0.691 0.590
H -2.04899 -0.80134 -1.50590 -1.177 0.415 -0.147
H 0.60722 3.66797 2.35539 0.217 0.207 0.479
H 2.78042 1.31754 1.48156 -0.439 0.229 0.504

---

# 12
13
Properties=species:S:1:pos:R:3:forces:R:3 method="wB97M-V/def2-TZVPD" energy_ha=-286.53828 homo_ha=-0.525 charge=+1 relative_energy_kcal_mol=60.86 multiplicity=1 homo_lumo_gap_ev=8.63
C -1.57296 0.75112 0.91265 0.701 1.322 0.589
C -0.46601 0.44526 0.29941 1.290 -1.709 -0.113
C 0.91875 0.94647 0.30896 -0.807 -2.732 -1.506
C 1.91591 0.36795 -0.36420 1.061 2.110 -0.230
N 1.62438 -0.72032 -1.13709 -4.155 -4.252 -1.450
C 0.51086 -1.22954 -1.08134 4.324 3.254 -0.844
C -0.74260 -1.39236 -0.63264 0.106 -1.215 2.749
H -2.49106 0.22985 0.80481 -0.625 -0.259 0.178
H -1.46790 1.64175 1.57685 -0.536 -0.598 -0.619
H 1.18172 1.67509 0.96912 0.232 2.303 1.710
H 2.92392 0.74002 -0.59821 -0.540 0.069 1.069
H -1.65095 -1.11776 -1.12988 -0.152 -0.318 -0.565
H -0.68405 -2.33755 0.07155 -0.899 2.025 -0.968